Here is 9 unconnected molecules or ions with the total composition C24H69ClIN5O10P from the OMol25 dataset. Energies are from ωB97M-V/def2-TZVPD.

```
111
Properties=species:S:1:pos:R:3:forces:R:3:mulliken_charge:R:1
C 4.709991 -0.706100 -0.690905 0.083 0.004 0.126 -1.10
C 3.220107 -0.919696 -0.488909 0.049 -0.112 0.082 -0.26
N 2.370701 0.147717 -1.013860 -0.329 -0.167 -0.335 -0.10
N 1.627202 1.010540 -0.160697 0.050 0.062 0.264 -0.19
C 2.336384 1.459749 1.100455 -0.107 0.233 0.242 0.67
P 3.739144 2.745213 0.770509 0.246 0.124 -0.132 0.02
N 5.056677 1.974000 1.541653 -0.379 -0.334 0.012 -0.58
O 3.961326 2.477404 -0.853630 0.097 -0.197 -0.092 -0.52
C 1.363955 2.235969 2.022000 0.015 -0.054 0.037 -1.91
N 0.020850 1.735042 2.099048 0.095 -0.085 -0.057 -0.18
C -0.658375 1.555729 0.812343 -0.004 0.000 0.003 1.41
C -2.097080 1.121267 1.193981 -0.195 0.045 0.053 -1.47
C -2.932618 0.138078 0.367516 -0.005 -0.002 -0.109 0.70
C -4.016917 -0.474578 1.260433 0.070 -0.017 0.106 -0.94
N -5.075284 -1.196293 0.568761 -0.064 -0.020 -0.037 -0.43
C -0.692348 2.944008 0.123202 0.076 -0.022 0.012 -2.43
C -1.674063 3.236022 -1.026219 -0.135 0.028 0.021 -0.60
C -1.034172 3.571416 -2.373951 0.053 -0.060 -0.037 -0.69
O 0.094269 4.412095 -2.186263 0.040 0.022 0.161 -0.41
C 1.222582 4.041415 -2.939454 0.001 -0.005 -0.114 -0.37
C 0.147279 0.468088 0.033400 0.162 0.350 -0.024 2.15
Cl -0.420019 0.355496 -1.647636 -0.243 -0.065 -0.027 -0.25
C 0.163626 -0.886745 0.743509 0.101 -0.103 0.099 -0.85
C 0.076117 -2.131888 -0.136324 0.022 0.070 -0.030 -0.64
C 0.268242 -3.426735 0.627322 0.106 -0.056 -0.216 -1.47
I -1.292864 -3.789674 2.029372 -0.099 0.021 0.205 -0.03
H 4.926142 -0.441167 -1.728698 -0.027 -0.016 0.017 0.33
H 5.111317 0.072810 -0.042081 -0.093 -0.077 -0.137 -0.07
H 5.244607 -1.632816 -0.478456 0.052 0.035 -0.051 0.34
H 2.937424 -1.840332 -1.007291 -0.045 0.047 0.016 0.50
H 2.981525 -1.095532 0.560978 0.078 0.001 -0.061 0.15
H 2.783352 0.691112 -1.756497 0.175 0.071 0.144 0.36
H 1.468561 1.868797 -0.700000 0.036 -0.080 -0.178 -0.15
H 2.693588 0.559211 1.599063 0.043 0.044 -0.064 0.83
H 5.921753 1.899222 1.021688 0.077 0.303 0.134 0.31
H 4.869658 1.086049 1.988812 0.056 -0.041 -0.048 0.31
H 4.876921 2.531945 -1.164831 -0.253 0.092 0.045 0.35
H 1.806511 2.245749 3.021420 -0.020 0.004 -0.032 0.50
H 1.331110 3.280385 1.705812 0.039 -0.028 -0.017 0.53
H -0.084827 0.927656 2.700631 -0.087 0.070 0.066 0.40
H -2.062167 0.754803 2.225169 0.097 -0.117 -0.086 0.05
H -2.671698 2.049292 1.265857 0.026 -0.023 0.068 0.33
H -3.407837 0.647938 -0.476186 0.027 -0.029 0.013 0.26
H -2.347855 -0.676515 -0.063836 0.006 0.016 0.022 -0.27
H -4.454054 0.316318 1.876845 -0.068 -0.023 -0.100 0.04
H -3.534650 -1.175826 1.949846 -0.035 0.067 0.045 0.24
H -5.466125 -0.630056 -0.175817 0.004 -0.029 -0.015 0.31
H -4.724433 -2.053374 0.157231 0.011 0.046 -0.057 0.31
H -0.957908 3.599789 0.955581 0.065 0.035 -0.043 0.83
H 0.298534 3.295939 -0.188362 -0.023 -0.044 -0.014 0.62
H -2.387553 2.423000 -1.175215 0.055 0.008 -0.017 -0.20
H -2.274532 4.088865 -0.713430 0.003 0.006 -0.054 0.40
H -0.724182 2.675319 -2.920477 -0.034 -0.004 0.070 0.23
H -1.770372 4.088657 -2.996435 0.016 -0.022 -0.017 0.51
H 1.535308 3.003736 -2.727784 -0.018 0.044 0.005 0.01
H 2.032031 4.716385 -2.665939 -0.005 -0.023 -0.022 0.24
H 1.044389 4.108386 -4.018108 -0.004 0.007 0.034 0.34
H -0.669028 -0.887810 1.450361 0.025 -0.040 -0.026 0.61
H 1.066096 -0.945188 1.360814 -0.082 0.015 -0.005 0.28
H 0.834345 -2.089982 -0.922111 -0.047 -0.004 0.001 0.35
H -0.892202 -2.156407 -0.638651 0.051 -0.017 -0.027 0.32
H 0.230150 -4.272300 -0.053922 0.017 0.001 0.022 0.61
H 1.207217 -3.467278 1.177425 -0.059 0.051 0.048 0.51
C 5.979220 -4.360598 -1.172999 0.028 0.000 0.000 -0.58
O 6.905255 -3.337290 -0.855820 -0.214 0.034 -0.105 -0.47
H 5.148236 -4.272447 -0.472273 -0.009 -0.021 -0.008 0.17
H 5.586809 -4.266054 -2.190427 0.003 0.011 -0.003 0.29
H 6.411687 -5.357817 -1.058024 0.005 0.001 0.008 0.32
H 7.681516 -3.416702 -1.426176 0.171 -0.012 0.230 0.29
C -2.538716 -7.328486 -0.577352 -0.040 -0.021 -0.024 -0.50
O -3.114576 -6.036687 -0.455495 0.066 0.073 -0.023 -0.43
H -2.964658 -7.779630 -1.470714 0.012 -0.014 0.005 0.22
H -1.451740 -7.286857 -0.697571 0.002 0.012 0.004 0.21
H -2.775967 -7.966428 0.277717 -0.004 0.009 0.007 0.26
H -2.754113 -5.611307 0.328816 -0.020 -0.026 0.028 0.19
C 1.105057 -0.745094 -5.221298 0.019 0.002 -0.046 -0.60
O 1.231274 0.556857 -4.664173 0.086 0.051 0.093 -0.48
H 1.667161 -0.743424 -6.152079 -0.006 -0.017 0.000 0.28
H 1.523452 -1.514477 -4.565380 -0.001 0.007 0.015 0.22
H 0.065471 -0.995374 -5.446071 -0.004 0.013 0.008 0.26
H 0.744083 0.581301 -3.836138 -0.019 -0.034 -0.006 0.26
C 10.663360 -4.278123 -0.897042 0.003 -0.052 -0.035 -0.57
O 9.753853 -3.216689 -1.171998 0.004 0.041 -0.074 -0.49
H 10.569940 -4.990811 -1.713021 0.013 -0.003 0.007 0.23
H 11.695911 -3.925608 -0.862160 -0.008 0.017 -0.004 0.27
H 10.423793 -4.785286 0.040232 -0.015 0.010 0.000 0.26
H 9.815405 -2.568950 -0.464240 -0.016 -0.026 -0.001 0.27
C -4.562809 6.308929 0.434681 0.055 -0.003 -0.009 -0.71
O -3.985338 5.013749 0.565153 -0.128 -0.072 0.084 -0.37
H -3.776721 6.968843 0.074653 -0.016 0.018 0.000 0.25
H -5.383151 6.316452 -0.286257 0.002 -0.005 -0.005 0.31
H -4.925733 6.690043 1.392349 0.006 -0.003 0.008 0.26
H -4.666497 4.409277 0.882485 0.029 -0.040 -0.022 0.20
C -7.839750 -1.979546 -2.110418 -0.010 0.005 0.074 -0.51
O -8.413377 -1.976834 -0.814283 0.104 0.020 0.035 -0.50
H -8.662204 -1.958464 -2.821730 0.013 -0.002 -0.016 0.26
H -7.215369 -1.095954 -2.282434 0.002 0.002 -0.028 0.21
H -7.243831 -2.878027 -2.295070 -0.003 -0.005 -0.010 0.23
H -7.703822 -2.008099 -0.163550 -0.032 0.002 0.022 0.31
C -4.636670 3.574965 3.548398 0.014 -0.015 0.040 -0.58
O -5.216357 2.615595 2.665154 0.087 0.073 -0.011 -0.49
H -3.760278 3.980409 3.047175 0.001 0.001 0.009 0.22
H -5.327860 4.394220 3.759222 0.006 0.011 0.010 0.33
H -4.322774 3.122304 4.492011 -0.006 -0.015 -0.003 0.25
H -6.005793 2.256539 3.081865 -0.026 0.018 -0.066 0.27
C -2.917399 0.034910 5.254740 -0.052 0.029 -0.084 -0.57
O -1.669074 0.177768 4.580180 0.192 -0.080 -0.021 -0.39
H -3.676651 0.440900 4.588519 -0.014 -0.006 0.013 0.10
H -3.152139 -1.012465 5.455544 0.006 -0.005 -0.016 0.28
H -2.933900 0.592885 6.193055 0.006 0.017 -0.011 0.31
H -0.978073 -0.173638 5.149642 -0.060 -0.005 0.040 0.28
```
Forces are in eV/Å.

As for the spin multiplicity: 1. The net charge is +1.

Here is a molecular structure, C24H69InN3NaO13P at a distorted geometry from the OMol25 dataset. Energies are from ωB97M-V/def2-TZVPD.

```
112
Properties=species:S:1:pos:R:3:forces:R:3:mulliken_charge:R:1
In 37.322748 21.507292 -6.774669 -0.931 0.276 0.396 0.96
Na 32.623206 23.814232 -8.140949 -0.670 0.069 -0.254 0.82
P 34.492205 22.979332 -6.163606 1.054 0.553 -0.992 -0.51
O 33.178327 23.660248 -5.955718 0.036 -0.635 0.399 -0.17
O 35.730133 23.514113 -5.424492 0.185 -0.063 0.153 -1.01
O 34.889650 23.139561 -7.680470 -0.661 -0.225 0.121 0.35
O 34.555198 21.466107 -5.993398 0.108 -0.693 0.222 -0.50
C 32.872426 20.244875 -12.221760 0.301 -1.055 -0.888 -1.69
C 33.155509 21.552557 -11.577141 -0.366 0.763 1.063 0.83
C 31.821898 22.236570 -11.280584 -0.534 -1.825 -1.306 -0.98
O 32.011455 23.449727 -10.676697 -0.556 1.446 1.467 0.07
C 32.154061 24.518933 -11.562602 0.610 0.947 -1.530 -0.92
N 33.924526 21.310310 -10.366480 0.205 0.073 0.943 -0.39
H 33.781382 19.655883 -12.346842 0.056 0.067 -0.073 0.40
H 32.388061 20.310134 -13.196037 0.040 0.217 -0.009 0.44
H 32.212910 19.638487 -11.594445 -0.022 0.161 0.139 0.29
H 33.742362 22.308092 -12.108381 -0.055 -0.549 -0.748 0.11
H 31.154641 21.583377 -10.707756 0.359 0.144 0.631 0.11
H 31.266930 22.291996 -12.228620 0.156 0.561 -0.081 0.55
H 32.280974 25.464996 -11.037790 0.213 -0.227 0.336 0.33
H 31.344242 24.721631 -12.280737 -0.446 -0.643 0.540 0.27
H 33.011000 24.349247 -12.233274 0.136 0.197 0.311 0.29
H 33.967590 22.125229 -9.758683 -0.217 0.166 -0.340 0.07
H 33.486483 20.628059 -9.743098 0.121 -0.231 -0.208 0.30
C 38.132078 23.169803 -11.379373 -1.006 0.540 -1.007 -1.48
C 37.023901 23.623796 -10.442216 0.725 -0.298 1.127 0.23
C 35.837521 24.304496 -11.228868 0.011 -1.244 0.035 -0.39
O 36.240626 25.350983 -12.007643 -0.004 0.386 -0.296 -0.45
C 36.671702 26.481436 -11.268408 0.161 0.395 -0.328 -0.71
N 36.498268 22.524562 -9.667807 -0.985 0.130 -1.018 -0.14
H 39.049064 22.915575 -10.863462 0.131 0.084 -0.032 0.37
H 38.232350 23.966122 -12.124975 0.695 0.095 0.336 0.37
H 37.803151 22.347150 -12.026434 -0.012 -0.283 0.490 0.39
H 37.376587 24.389429 -9.739655 0.104 -0.071 -0.040 0.58
H 35.060352 24.567767 -10.500090 0.004 0.114 0.018 0.37
H 35.498327 23.492535 -11.881270 -0.306 0.341 -0.150 0.10
H 37.721172 26.355913 -10.985305 -0.160 -0.033 0.436 0.31
H 35.995520 26.669599 -10.431220 0.254 -0.088 0.204 0.23
H 36.651844 27.357740 -11.915054 -0.175 -0.164 -0.186 0.37
H 35.973511 21.881465 -10.283678 0.677 -0.680 0.126 0.38
H 35.764162 22.782336 -9.002774 0.626 0.546 0.400 0.21
C 29.082555 23.717320 -5.481714 0.075 -0.296 -0.868 -1.54
C 29.345639 22.424368 -6.253136 1.159 0.398 -0.123 0.79
C 28.274661 22.160047 -7.279483 -2.160 -0.141 2.641 -1.27
O 28.365242 20.882427 -7.856570 1.222 0.587 -0.655 -0.26
C 27.682966 20.826858 -9.084750 -0.829 -0.943 0.651 -0.83
N 30.641121 22.530584 -6.956593 -0.027 -0.303 -0.864 0.16
H 29.836224 23.846991 -4.707219 -0.165 -0.001 0.212 0.16
H 28.063402 23.692913 -5.098340 0.113 0.192 0.312 0.58
H 29.194474 24.542741 -6.189319 -0.132 0.121 0.148 0.36
H 29.329195 21.593974 -5.528156 0.096 -0.049 -0.252 0.22
H 28.009576 23.027061 -7.892699 0.757 -0.294 -0.748 0.44
H 27.382591 22.089282 -6.614709 -0.054 0.224 -0.323 0.39
H 27.731313 19.787459 -9.406432 0.393 0.110 -0.407 0.22
H 28.080834 21.540426 -9.800799 -0.063 0.006 -0.253 0.31
H 26.612185 20.967246 -8.886938 0.005 0.496 -0.321 0.40
H 30.741198 21.709945 -7.551632 0.087 0.036 0.179 -0.07
H 31.479485 22.603630 -6.394447 -0.349 -0.134 0.591 -0.01
C 32.618092 27.966068 -4.083867 -0.225 0.382 1.264 -1.33
C 32.412707 26.471220 -4.151204 0.044 0.044 -0.961 0.23
O 32.351218 26.104549 -5.544856 0.267 -0.389 0.374 -0.53
H 32.687097 28.277805 -3.030802 -0.223 -0.128 -0.096 0.39
H 31.734602 28.457602 -4.490338 0.148 0.118 -0.192 0.31
H 33.525840 28.386570 -4.513538 0.006 -0.443 -0.487 0.27
H 31.455637 26.205109 -3.690580 0.101 0.064 0.174 0.30
H 33.197095 25.885370 -3.658929 0.034 0.189 0.046 0.01
H 32.621391 25.161537 -5.574403 -0.253 0.602 -0.075 0.21
C 36.314649 28.102082 -7.249826 0.318 0.393 0.592 -1.06
C 35.846002 27.027320 -6.276397 -0.570 0.577 -0.596 0.33
O 36.352719 25.781719 -6.694388 -0.039 -0.445 -0.096 -0.33
H 37.306522 28.406650 -6.908099 0.218 -0.119 -0.667 0.35
H 35.733213 29.025092 -7.206601 -0.314 -0.212 0.223 0.39
H 36.293032 27.769126 -8.284832 0.228 -0.156 0.030 0.03
H 34.751183 26.962876 -6.257118 0.030 0.094 0.309 0.01
H 36.239621 27.292103 -5.288132 -0.248 -0.178 0.165 0.28
H 35.870256 25.082346 -6.207888 0.500 0.119 -0.123 0.29
C 37.075612 17.796650 -3.420846 1.016 0.399 -0.960 -1.31
C 35.941403 18.707164 -3.793080 -0.921 1.225 0.615 0.24
O 36.349012 20.022018 -4.303854 0.737 -0.755 -0.573 -0.45
H 36.807691 17.144516 -2.598221 -0.001 -0.022 0.102 0.36
H 37.969836 18.382390 -3.188692 -0.213 0.014 0.469 0.32
H 37.397244 17.191723 -4.272561 -0.223 -0.166 0.060 0.32
H 35.397460 19.014984 -2.891623 -0.169 -0.640 -0.007 0.16
H 35.249777 18.207339 -4.482916 0.067 0.266 0.014 0.20
H 35.575177 20.595768 -4.277212 -0.112 -0.081 -0.066 0.01
C 31.243198 18.852619 -8.304561 -0.284 0.209 -0.113 -1.08
C 32.152335 19.376741 -7.207503 -0.118 -1.418 -0.579 0.21
O 32.940347 20.389959 -7.790530 0.192 0.637 0.431 0.05
H 30.649058 18.000530 -7.975238 -0.092 0.125 0.125 0.49
H 31.798022 18.522916 -9.184814 0.244 0.041 0.114 0.24
H 30.577677 19.660958 -8.619111 -0.174 -0.168 0.002 0.00
H 32.782264 18.536750 -6.884587 0.138 0.189 0.139 0.41
H 31.552129 19.672341 -6.342190 0.100 0.477 -0.049 -0.06
H 33.540667 20.765627 -7.102536 -0.214 -0.282 -0.231 0.16
C 35.978552 22.572801 -0.858665 0.536 -0.278 0.172 -1.38
C 35.423679 23.296376 -2.054726 -0.023 -0.904 -0.785 0.67
O 36.466321 23.711328 -2.930516 -0.582 0.093 0.019 -0.57
H 36.641725 23.187842 -0.247751 -0.371 0.275 0.110 0.36
H 36.627029 21.740565 -1.149155 -0.257 -0.061 -0.271 0.27
H 35.153047 22.169148 -0.270595 0.106 0.125 0.202 0.38
H 34.718900 24.084887 -1.746542 0.384 0.240 -0.220 0.18
H 34.796347 22.583289 -2.634205 -0.043 0.218 0.267 -0.28
H 36.117810 23.650999 -3.857089 0.316 0.371 0.747 0.55
C 32.271650 20.466709 -2.922774 0.298 -1.515 -0.176 -0.61
C 31.546388 21.755007 -2.708124 -0.743 0.591 -1.061 -0.28
O 32.146705 22.845656 -3.408515 0.384 0.039 0.352 -0.36
H 33.298975 20.453452 -2.553005 -0.058 0.264 0.307 0.05
H 32.364131 20.118480 -3.963099 -0.238 0.649 -0.122 -0.05
H 31.741934 19.621593 -2.466364 0.060 0.246 0.304 0.50
H 31.444748 22.016207 -1.656818 0.386 0.111 0.043 0.41
H 30.514758 21.707303 -3.088151 0.016 -0.452 0.172 0.16
H 32.405606 22.560144 -4.297062 -0.156 0.150 0.235 -0.22
```
Forces are in eV/Å.

As for the spin multiplicity: 1. The net charge is +1.

no.,E_HOMO (Eh),electronic energy (eV),HOMO-LUMO gap (eV)
1,-0.4141,-83834.277,9.04
2,-0.4203,-75965.111,2.88